Molecular formula: C27H19BrF3N8O7S2Ta
Method: DFT, ωB97M-V with the def2-TZVPD basis set

Calculated values
Total charge: 0
Lowest unoccupied orbital energy (eV): -0.92
Kohn-Sham gap (eV): 7.2343

XYZ file:
```
68
C27H19BrF3N8O7S2Ta, DFT ωB97M-V with the def2-TZVPD basis set
Ta 1.69293 0.99953 0.39464
N -0.27380 4.90638 2.36968
C 0.34271 3.72880 2.10906
O -0.23869 2.65887 2.19589
C 1.80714 3.80376 1.72737
C 2.43354 2.41501 1.83545
H -1.24228 4.89990 2.63719
H 0.22271 5.77760 2.34452
H 2.31802 4.52550 2.37070
H 1.87226 4.19244 0.70571
H 2.26152 2.01089 2.83286
H 3.51604 2.46909 1.69024
Br -4.97187 -2.13221 2.09447
C -4.86838 -1.52462 0.30217
C -4.73857 -0.16752 0.05380
C -4.62531 0.27454 -1.25398
C -4.64299 -0.63930 -2.30256
C -4.85700 -1.98563 -2.04031
C -4.94703 -2.43992 -0.73423
N -4.54830 -0.26195 -3.68809
N -3.61313 0.43159 -4.11313
C -2.52553 0.80153 -3.25015
C -2.25606 2.12867 -3.08790
C -1.28361 2.57488 -2.16731
C -0.57205 1.66377 -1.44750
O 0.31384 1.98242 -0.48393
C -0.74167 0.27816 -1.69825
N 0.08520 -0.55141 -1.01244
C -0.02887 -1.84214 -1.21006
C -0.95323 -2.39273 -2.11869
C -1.78476 -1.56648 -2.81458
C -1.71002 -0.17230 -2.60498
H -4.72080 0.53809 0.87313
H -4.52324 1.33155 -1.45368
H -4.93425 -2.67596 -2.87103
H -5.08699 -3.49106 -0.52463
H -2.85005 2.84905 -3.63640
H -1.11547 3.63166 -2.00873
H 0.64135 -2.47712 -0.64618
H -0.98332 -3.46424 -2.25866
H -2.48736 -1.96897 -3.53297
O 0.79389 -0.08598 1.68331
N 0.62205 -1.06771 2.57261
C -0.62623 -1.61537 2.58414
C -0.91649 -2.63127 3.42644
C 0.10442 -3.09244 4.28978
C 1.33618 -2.51826 4.26788
C 1.67016 -1.44477 3.38536
S 3.16930 -0.71247 3.31912
H -1.31988 -1.17264 1.88464
H -1.90645 -3.05969 3.42197
H -0.09704 -3.90687 4.97300
H 2.13042 -2.85185 4.91855
F 5.44937 0.85594 -1.10452
C 4.82150 0.86623 -2.27716
F 5.58296 1.50056 -3.16451
F 4.64114 -0.38584 -2.69142
S 3.16706 1.74452 -2.14627
O 3.21720 2.83098 -3.06088
O 2.15092 0.71680 -2.30262
O 3.14369 2.16318 -0.69338
O 3.03954 -0.42720 0.07901
N 2.73646 -1.71905 0.17059
C 3.73709 -2.47781 0.40863
C 3.45529 -3.88858 0.52764
N 3.23321 -5.01003 0.62712
C 5.09485 -2.02633 0.59172
N 6.18678 -1.70417 0.73277
```